Here is a molecular structure, C28H47N2OPPdS3 at a distorted geometry from OMol25. Energies are from the ωB97M-V functional and the def2-TZVPD basis.

XYZ file:
```
83
Properties=species:S:1:pos:R:3:forces:R:3:mulliken_charge:R:1
Pd 0.3390 -1.6901 -0.3352 0.492 0.875 0.116 -1.107
S 1.9008 -3.3560 -1.0887 -0.551 -0.124 -0.664 -0.456
C 2.8316 -3.3886 0.3187 0.455 0.008 1.130 0.686
C 4.1856 -3.8969 0.2152 -0.585 0.038 -0.006 -0.100
N 5.2603 -4.2856 0.1034 0.168 -0.042 -0.021 -0.464
C 2.4030 -2.9104 1.5500 1.160 -0.534 -0.436 0.360
S 0.8197 -2.3409 1.8070 -0.396 0.539 -0.417 -0.241
C 3.3266 -2.8989 2.6604 -0.464 0.129 -0.449 -0.137
N 4.0532 -2.8718 3.5501 0.107 0.011 0.191 -0.490
C -1.6334 3.3903 -2.5851 -0.008 0.090 0.002 -0.922
C -0.4361 2.7209 -3.2741 0.049 0.005 -0.020 -0.889
C 0.0916 1.5263 -2.4690 -0.027 -0.052 -0.051 -0.479
C -0.0673 1.7936 -0.9668 -0.098 0.103 -0.270 0.905
C -1.5690 1.8235 -0.6095 0.061 0.081 0.115 -0.321
C -2.4169 2.3750 -1.7639 -0.095 -0.063 -0.002 -0.776
P 0.8326 0.5810 0.0453 -0.503 -0.751 0.850 0.058
C 2.6394 0.8572 -0.1260 0.213 0.002 -0.045 1.079
C 3.2973 0.1441 -1.3181 -0.078 -0.234 -0.006 0.068
C 4.7732 0.5133 -1.3899 0.062 -0.058 0.029 -0.976
C 4.9641 2.0088 -1.6979 0.053 0.049 -0.015 -0.800
C 3.7066 2.8148 -1.3703 -0.035 0.074 -0.051 -0.768
C 3.0812 2.3494 -0.0608 -0.040 -0.038 0.046 -0.991
C 0.5337 0.9991 1.8191 0.094 0.093 0.103 0.992
C 0.7502 2.4660 2.2483 0.053 0.005 -0.108 -0.636
C 0.1348 2.7550 3.6282 -0.047 0.026 -0.002 -0.828
C 0.1576 1.5020 4.4922 0.040 -0.011 0.036 -0.777
C -0.7775 0.4452 3.8932 -0.082 -0.011 0.039 -1.074
C -0.8141 0.5191 2.3599 -0.141 -0.156 -0.114 -0.361
H -2.2735 3.8734 -3.3255 -0.004 -0.015 0.013 0.495
H -1.2855 4.1876 -1.9202 0.003 -0.002 0.007 0.318
H 0.3657 3.4507 -3.4141 -0.016 0.024 -0.003 0.242
H -0.7209 2.3792 -4.2712 -0.009 -0.013 -0.002 0.484
H 1.1275 1.3292 -2.7434 0.004 0.044 0.029 -0.128
H -0.4703 0.6207 -2.7043 0.042 0.069 -0.032 0.055
H 0.3639 2.7758 -0.7375 0.066 -0.053 -0.028 0.879
H -1.7134 2.4341 0.2855 0.019 0.046 -0.049 0.407
H -1.9018 0.8143 -0.3717 -0.028 -0.008 0.054 -0.464
H -3.3286 2.8217 -1.3616 0.000 0.010 -0.006 0.557
H -2.7339 1.5496 -2.4078 0.051 -0.007 -0.028 0.192
H 3.0135 0.3330 0.7646 -0.015 0.099 -0.009 0.642
H 2.8139 0.4046 -2.2613 -0.017 -0.004 -0.007 0.125
H 3.1753 -0.9342 -1.2026 0.010 0.086 -0.023 -0.329
H 5.2698 -0.0987 -2.1437 -0.001 -0.004 0.005 0.455
H 5.2431 0.2537 -0.4367 -0.015 0.024 0.017 0.370
H 5.2312 2.1482 -2.7474 -0.043 0.015 -0.006 0.379
H 5.8003 2.4051 -1.1170 0.007 -0.025 0.001 0.313
H 2.9700 2.7245 -2.1754 0.017 -0.028 0.003 0.029
H 3.9471 3.8778 -1.3039 0.002 0.000 0.006 0.496
H 2.2536 3.0056 0.2013 -0.005 0.001 -0.036 0.433
H 3.8134 2.4657 0.7436 0.014 -0.027 -0.014 0.391
H 1.2995 0.3730 2.2964 -0.071 0.087 0.022 0.624
H 0.3222 3.1472 1.5069 -0.011 0.024 0.015 0.017
H 1.8177 2.6814 2.2901 0.023 -0.034 -0.004 0.340
H -0.8996 3.0948 3.5182 -0.010 -0.018 -0.006 0.315
H 0.6779 3.5745 4.1009 0.002 0.003 0.011 0.505
H -0.1310 1.7229 5.5203 -0.018 0.021 0.002 0.477
H 1.1809 1.1182 4.5402 0.008 -0.006 -0.004 0.315
H -1.7903 0.6007 4.2745 0.002 -0.029 0.012 0.450
H -0.4696 -0.5529 4.2076 0.042 -0.011 0.004 0.333
H -1.5993 1.2058 2.0356 0.029 0.014 0.045 0.184
H -1.0754 -0.4595 1.9427 0.017 0.117 0.032 -0.429
C -4.3964 -0.7066 1.1556 0.006 0.128 0.085 -0.760
C -4.7759 -1.8840 0.2737 -0.026 -0.117 0.033 -0.378
C -4.1224 -1.8184 -1.0982 -0.156 0.116 -0.217 -1.219
S -2.3407 -2.0910 -1.0240 0.225 0.473 0.091 0.917
O -1.7079 -0.9980 -1.8770 0.087 -0.699 0.263 -0.712
C -2.2371 -3.5866 -1.9903 0.170 -0.013 -0.400 -0.881
C -2.8132 -4.7934 -1.2759 -0.033 -0.114 -0.029 -0.424
C -2.0822 -5.1248 0.0179 0.086 -0.053 0.137 -1.006
H -4.8040 -0.8124 2.1599 -0.042 -0.011 0.011 0.448
H -4.7700 0.2302 0.7377 -0.012 0.008 -0.024 0.299
H -3.3146 -0.6086 1.2567 0.055 -0.050 -0.019 -0.146
H -5.8583 -1.9204 0.1312 0.000 0.028 0.027 0.427
H -4.5039 -2.8236 0.7632 0.007 -0.010 -0.004 0.199
H -4.1792 -0.8146 -1.5273 -0.108 -0.007 -0.002 0.506
H -4.5613 -2.5250 -1.8034 -0.010 0.021 -0.009 0.440
H -1.1626 -3.7101 -2.1788 -0.171 -0.006 0.040 0.358
H -2.7366 -3.3698 -2.9381 0.045 -0.051 -0.020 0.436
H -2.7467 -5.6307 -1.9743 0.010 -0.046 0.063 0.409
H -3.8826 -4.6501 -1.0924 0.014 0.024 0.037 0.190
H -1.0132 -5.2767 -0.1539 -0.070 -0.012 -0.053 0.250
H -2.4903 -6.0326 0.4592 0.025 -0.033 0.045 0.395
H -2.1618 -4.3260 0.7597 -0.053 -0.028 -0.053 0.227
```
Positions in Å, forces in eV/Å.

## Properties
net charge: 0
electronic energy: -2943.65327 a.u.
Kohn-Sham gap (spin up / spin down): 6.0 / 6.0 eV
HOMO (spin up / spin down): -7.4 / -7.4 eV


Here is a molecular structure, C13H5F5NO4RuS at a distorted geometry from OMol25. Energies are from the ωB97M-V functional and the def2-TZVPD basis.

XYZ file:
```
30
Properties=species:S:1:pos:R:3:forces:R:3:lowdin_spin:R:1
Ru 0.1841 0.1421 0.3756 -3.417 1.308 -4.902 3.435
O 1.3541 -3.8034 0.2205 0.345 -0.412 0.349 0.013
C 1.1142 -2.5712 0.4743 -0.642 0.367 -0.857 0.022
O 0.4316 -1.8289 -0.2529 0.557 -1.779 -0.022 0.103
C 1.6839 -1.9838 1.7137 0.194 0.523 0.591 0.026
C 2.4693 -2.5809 2.6850 -0.024 -0.182 -0.135 0.001
C 2.8785 -1.8014 3.7629 -0.010 -0.195 -0.119 0.023
C 2.4993 -0.4692 3.8410 -0.163 0.603 0.049 0.002
C 1.7095 0.0708 2.8326 0.500 -1.572 -0.007 0.025
N 1.3254 -0.6996 1.8007 2.017 -1.075 2.735 0.083
C 1.1736 1.4368 2.6723 -0.815 1.045 -0.785 0.028
O 1.3619 2.4082 3.4895 0.274 0.024 0.461 0.017
O 0.4819 1.6594 1.6580 1.035 1.477 2.466 0.122
H 0.9501 -4.1217 -0.6069 -0.077 0.090 -0.078 0.000
H 2.7491 -3.6229 2.5963 0.019 0.017 0.040 0.001
H 3.4930 -2.2364 4.5398 0.000 0.014 0.006 0.001
H 2.8195 0.1349 4.6815 0.028 -0.061 0.014 0.001
H 1.9040 2.2077 4.2708 -0.030 0.029 -0.034 0.001
F -3.7719 0.8235 -5.7365 -0.035 -0.018 -0.066 0.055
C -3.1886 1.1358 -4.6188 0.060 0.027 0.112 0.143
C -2.4515 0.1555 -3.9274 0.097 0.036 0.177 0.012
F -2.3549 -1.0666 -4.4101 -0.046 0.061 -0.043 -0.004
C -1.8456 0.5032 -2.7543 0.023 -0.087 -0.007 0.065
F -1.1432 -0.4295 -2.0946 0.024 -0.025 0.026 0.036
C -1.9238 1.8044 -2.2001 0.369 -0.216 0.490 0.128
S -1.1634 2.2246 -0.7363 -0.172 -0.150 -0.360 0.556
C -2.6752 2.7624 -2.9267 -0.079 -0.088 -0.176 0.093
F -2.7809 3.9798 -2.4614 -0.017 0.096 0.022 0.030
C -3.2957 2.4325 -4.1142 0.011 0.165 0.104 -0.009
F -3.9881 3.3338 -4.7741 -0.025 -0.022 -0.052 -0.011
```
Positions in Å, forces in eV/Å.

## Properties
net charge: +2
electronic energy: -1845.81560 a.u.
Kohn-Sham gap (spin up / spin down): 6.5 / 6.3 eV
HOMO (spin up / spin down): -14.9 / -15.4 eV
multiplicity: 6


Here is a molecular structure, C10H13Br3O9 at a distorted geometry from OMol25. Energies are from the ωB97M-V functional and the def2-TZVPD basis.

XYZ file:
```
35
Properties=species:S:1:pos:R:3:forces:R:3:mulliken_charge:R:1
C -1.2818 -2.3253 -2.2455 -0.056 -0.301 0.086 -0.229
Br -2.2931 -1.4590 -0.8312 0.117 -0.185 -0.537 0.040
Br -2.0505 -2.0448 -4.0071 -0.047 -0.188 0.384 -0.032
Br -1.0053 -4.2123 -1.8133 -0.141 0.647 -0.300 -0.066
H -0.3098 -1.8580 -2.3013 0.065 -0.098 0.324 0.300
C -1.4893 -0.4242 2.3978 1.068 -0.931 1.086 0.129
C -0.7099 -0.8930 3.6440 0.080 -0.700 -0.107 -0.180
O -0.7016 0.2452 4.5033 0.042 0.131 -0.529 -0.343
C -1.4967 1.2069 3.9460 0.440 0.179 0.811 0.607
O -1.5934 2.3142 4.3618 -0.090 -0.065 0.121 -0.521
O -2.1478 0.7266 2.8879 -0.556 0.066 -0.959 -0.338
H -2.1584 -1.2268 2.1069 -0.375 0.413 -0.302 0.264
H -0.7679 -0.1855 1.6173 -0.364 0.197 -0.242 0.013
H 0.2987 -1.2241 3.3915 0.080 0.423 0.061 0.058
H -1.1649 -1.7515 4.1433 -0.301 0.277 0.146 0.281
C -1.1219 1.5129 -2.6186 0.903 0.143 -1.202 0.281
C -0.2781 2.3142 -3.6603 -0.597 -0.267 1.340 -0.340
O -1.2821 2.8692 -4.4895 0.806 0.221 -0.770 -0.346
C -2.4702 2.8259 -3.8884 -0.327 -0.305 0.478 0.640
O -3.4373 3.3971 -4.2508 -0.500 0.251 -0.284 -0.524
O -2.4260 2.0254 -2.7987 -0.129 0.119 0.382 -0.292
H -0.7561 1.6873 -1.6111 -0.249 -0.255 0.119 0.303
H -1.1016 0.4700 -2.9330 -0.149 -0.107 0.516 -0.291
H 0.3892 1.6553 -4.2052 0.044 0.231 -0.258 0.301
H 0.2480 3.1194 -3.1445 0.223 0.022 -0.334 0.264
C 4.0989 -0.8303 1.0462 -0.562 0.703 -0.662 -0.407
C 3.0616 -0.4680 2.0922 0.036 0.029 -0.006 -0.353
O 1.8316 -0.6335 1.3773 -0.056 -0.057 -0.099 -0.188
C 2.0485 -1.4384 0.3085 -0.151 -0.029 0.219 0.504
O 1.1892 -1.8611 -0.3952 -0.155 0.062 -0.141 -0.397
O 3.3514 -1.6969 0.1666 0.587 -0.406 0.255 -0.342
H 5.0030 -1.2771 1.4418 -0.073 -0.344 -0.177 0.303
H 4.3268 0.0300 0.4113 0.365 0.087 0.345 0.264
H 3.1230 0.5682 2.4129 0.050 -0.076 0.172 0.347
H 3.0738 -1.1579 2.9373 -0.029 0.111 0.066 0.293
```
Positions in Å, forces in eV/Å.

## Properties
net charge: 0
electronic energy: -8788.05812 a.u.
Kohn-Sham gap: 10.2 eV
HOMO: -10.4 eV


Here is a molecular structure, C32H39BCl3F4Ge2N10O3S2Sr at a distorted geometry from OMol25. Energies are from the ωB97M-V functional and the def2-TZVPD basis.

XYZ file:
```
97
Properties=species:S:1:pos:R:3:forces:R:3:lowdin_spin:R:1
Sr 0.5143 0.9375 -0.8286 1.366 -2.580 1.752 -0.029
C -1.8535 4.4970 1.7195 -0.035 -0.005 0.086 0.000
N -0.7279 4.6438 0.8070 0.097 -0.008 -0.074 0.000
C 0.0674 5.8599 0.8886 0.012 0.063 0.067 0.000
C -0.4118 3.6562 -0.0236 0.008 0.266 -0.056 0.000
O -1.0198 2.5822 -0.0663 -0.430 0.518 -0.008 -0.001
C 0.7657 3.8752 -0.9949 -0.220 0.260 -0.102 0.000
O 0.7428 2.8839 -2.0221 -0.113 1.436 -0.490 -0.002
C -0.1642 3.0960 -3.0974 -0.033 0.038 -0.127 0.000
C -1.2255 1.9843 -3.1441 -0.027 0.339 -0.099 -0.001
O -1.0857 0.9619 -2.4676 -0.707 0.149 -0.888 -0.009
N -2.2867 2.1884 -3.9262 0.106 -0.015 -0.016 -0.001
C -2.3931 3.2704 -4.8893 -0.071 0.027 0.018 0.000
C -3.3946 1.2480 -3.9036 -0.037 -0.063 -0.030 0.000
H -2.5956 5.2692 1.5127 -0.014 -0.008 0.018 0.000
H -1.5060 4.6059 2.7471 -0.018 0.003 0.003 0.000
H -2.3047 3.5170 1.5958 -0.012 0.021 -0.005 0.000
H -0.2165 6.3897 1.7953 0.020 -0.016 -0.034 0.000
H -0.1108 6.5221 0.0390 0.001 0.012 0.001 0.000
H 1.1295 5.6281 0.9609 0.021 0.009 -0.008 0.000
H 1.7075 3.7569 -0.4541 0.046 -0.031 -0.046 0.000
H 0.7629 4.8748 -1.4349 -0.038 -0.037 0.005 0.000
H 0.4267 3.0767 -4.0200 -0.011 0.015 0.050 0.000
H -0.6395 4.0737 -2.9980 -0.011 -0.018 -0.004 0.000
H -1.4430 3.7713 -5.0341 0.039 0.027 -0.012 0.000
H -3.1431 3.9996 -4.5758 0.001 -0.001 -0.003 0.000
H -2.6948 2.8548 -5.8517 -0.004 0.011 0.012 0.000
H -3.2718 0.5664 -3.0689 -0.018 0.023 -0.008 0.000
H -3.4296 0.6775 -4.8329 -0.008 -0.019 -0.005 0.000
H -4.3257 1.8044 -3.7898 -0.004 -0.018 -0.014 0.000
C 4.4202 -2.9688 -0.8571 -0.096 0.041 -0.133 0.002
N 4.6953 -1.8204 -0.0093 0.021 -0.032 0.015 0.064
C 5.8111 -1.0848 -0.0315 -0.100 0.056 0.082 0.176
C 5.7299 -0.2023 1.0387 -0.074 -0.049 -0.081 0.120
N 4.5899 -0.4168 1.6910 -0.061 0.050 0.112 0.083
B 4.3471 0.2880 3.1113 0.059 -0.117 -0.059 0.006
N 2.8647 0.3037 3.5068 0.132 0.202 0.223 0.000
C 2.3659 -0.2773 4.6508 -0.270 -0.105 0.012 0.001
C 1.0748 0.1013 4.7895 0.222 -0.143 0.091 0.000
N 0.7949 0.9293 3.7248 -0.148 -0.017 -0.031 0.000
C -0.4544 1.6232 3.4932 -0.006 0.041 -0.035 0.001
C 1.8964 1.0499 2.9596 -0.151 0.130 -0.311 0.001
S 2.0229 2.0108 1.5568 0.202 0.182 -0.045 0.002
C 3.8948 -1.4122 1.0488 0.212 0.075 -0.003 0.035
S 2.4048 -2.0329 1.3861 -0.103 -0.055 -0.005 0.468
H 5.0915 -2.9263 -1.7099 -0.029 -0.016 -0.011 0.000
H 3.3900 -2.9277 -1.2035 0.077 -0.027 0.029 0.001
H 4.5750 -3.8834 -0.2853 -0.027 0.014 -0.049 0.002
H 6.5630 -1.1961 -0.7901 0.059 -0.004 -0.050 0.008
H 6.4199 0.5596 1.3496 0.052 0.053 0.000 0.005
H 4.7908 1.3996 3.0110 0.025 -0.014 -0.050 0.002
H 4.9437 -0.3924 3.9088 -0.028 -0.008 0.036 0.004
H 2.9714 -0.9255 5.2526 0.048 -0.043 0.074 0.000
H 0.3378 -0.1375 5.5326 -0.034 -0.023 0.046 0.000
H -1.2254 1.1777 4.1148 -0.023 -0.002 0.019 0.000
H -0.7377 1.5380 2.4458 0.009 0.017 0.030 0.000
H -0.3474 2.6797 3.7420 -0.005 -0.012 0.005 0.000
Cl 3.0358 2.4023 -4.3551 -0.088 -0.070 0.033 -0.007
Ge 2.9255 0.8081 -2.7401 0.625 0.128 -0.576 -0.015
Cl 4.2066 -0.7150 -3.7885 -0.030 -0.102 0.139 0.001
Cl 4.4606 1.7328 -1.3663 0.012 -0.003 0.000 -0.001
F -1.4464 -3.3999 1.5695 -0.095 0.008 0.116 -0.007
C -2.2780 -3.3739 2.6272 0.083 -0.146 -0.032 -0.003
C -2.5023 -4.5476 3.2914 0.055 0.031 -0.080 0.063
F -1.8742 -5.6406 2.8500 -0.078 0.145 0.048 0.016
C -3.3668 -4.6419 4.4123 0.021 0.128 -0.077 0.029
C -3.9685 -3.4088 4.7748 -0.062 0.082 0.088 0.062
C -3.7380 -2.2406 4.1019 -0.127 0.024 0.137 -0.003
F -4.3404 -1.1266 4.5486 0.085 -0.177 -0.062 -0.007
C -2.8819 -2.1514 2.9857 -0.002 -0.126 0.088 0.088
C -2.6382 -0.9371 2.2929 0.030 0.056 -0.139 0.075
C -1.6410 -0.7951 1.3193 0.147 0.048 0.108 0.022
N -0.8056 -0.5505 0.5558 -0.560 -0.597 0.428 0.047
C -3.3672 0.2646 2.4858 -0.050 -0.089 -0.084 0.012
N -3.9087 1.2807 2.5430 0.003 0.200 0.073 0.036
F -4.7912 -3.3649 5.8270 0.125 -0.015 -0.170 0.016
C -3.6038 -5.8491 5.1012 0.012 -0.007 0.044 0.248
C -3.0258 -7.0888 4.7184 -0.064 0.071 -0.012 0.029
N -2.6032 -8.1243 4.4471 0.075 -0.144 -0.007 0.125
C -4.4412 -5.9443 6.2449 0.029 0.009 -0.092 0.029
N -5.1068 -6.0925 7.1720 -0.074 -0.022 0.126 0.125
C 0.3186 -0.1925 -5.2370 0.025 -0.003 0.037 -0.009
Ge -0.0555 -1.8290 -4.2206 0.004 -0.024 -0.008 -0.068
C 0.8522 -3.3093 -5.1231 -0.041 0.038 -0.009 -0.028
C -1.9804 -2.1712 -4.1701 0.035 0.007 -0.004 0.001
C 0.6110 -1.8309 -2.3960 0.021 -0.313 -0.128 -0.722
H -0.5806 0.1327 -5.7621 -0.038 0.004 -0.029 0.000
H 1.0991 -0.3834 -5.9719 0.015 -0.006 -0.036 0.000
H 0.6682 0.6218 -4.6083 0.011 0.045 0.044 0.001
H 0.5197 -3.3782 -6.1587 -0.003 -0.001 -0.041 -0.004
H 0.6389 -4.2552 -4.6289 -0.002 -0.046 0.030 0.000
H 1.9279 -3.1410 -5.1153 0.060 0.011 -0.002 0.000
H -2.4450 -1.8589 -5.1054 -0.032 -0.011 -0.028 0.000
H -2.4513 -1.6365 -3.3482 -0.015 0.050 0.050 0.000
H -2.1676 -3.2351 -4.0356 -0.018 -0.049 0.014 0.000
H 1.6674 -2.0127 -2.2336 0.070 0.106 0.041 -0.041
H -0.0258 -2.1457 -1.5739 -0.036 0.165 0.078 -0.047
```
Positions in Å, forces in eV/Å.

## Properties
net charge: 0
electronic energy: -8802.03252 a.u.
Kohn-Sham gap (spin up / spin down): 6.3 / 5.1 eV
HOMO (spin up / spin down): -7.3 / -8.0 eV
multiplicity: 2